Below is C22H13BrCl57NOP2 as an isolated structure at a distorted geometry, with properties calculated with ωB97M-V with the def2-TZVPD basis set.

Atoms and positions in Å:
C1 1.134928 -0.582283 0.674115
C2 0.704344 0.658881 1.640648
Br1 2.001008 0.632181 3.152810
C3 0.783212 1.970325 0.733266
P1 -0.084940 3.495112 1.446266
C4 -1.800039 2.663174 1.483202
C5 -2.363354 1.736274 0.399194
C6 -3.759016 1.188201 0.541265
N1 -4.720725 1.330649 1.563349
C7 -4.154539 2.182005 2.535421
C8 -2.815781 2.862584 2.607560
P2 1.745495 4.790573 1.382693
O1 2.286657 4.731130 -0.246095
Cl1 3.260746 4.006096 2.630999
H1 0.291581 -1.330016 0.524735
H2 1.998045 -1.142787 1.164944
H3 1.423685 -0.213530 -0.375810
H4 -0.332461 0.412016 2.028364
H5 0.421676 1.791616 -0.335842
H6 1.894079 2.234860 0.644179
H7 -0.631995 4.433503 0.473533
H8 -0.187959 3.746625 2.854436
H9 -1.711142 1.465737 -0.517897
H10 -4.119635 0.534614 -0.329743
H11 -4.857360 2.392547 3.418126
H12 -2.557573 3.528997 3.488198
H13 1.477329 4.886694 -0.787642
C9 0.678352 -2.367099 5.458162
Cl2 1.141163 -3.148658 3.931360
Cl3 -0.725737 -1.313630 5.181928
Cl4 0.258708 -3.608352 6.656958
Cl5 2.037401 -1.396336 6.061208
C10 -8.406045 -0.808942 1.906748
Cl6 -6.737458 -0.223742 1.739213
Cl7 -8.873107 -1.694567 0.439199
Cl8 -8.518809 -1.892108 3.312099
Cl9 -9.497234 0.574368 2.136579
C11 4.341215 1.882389 -2.062497
Cl10 4.176494 2.353400 -0.359906
Cl11 2.729609 1.780125 -2.807304
Cl12 5.313785 3.095179 -2.920564
Cl13 5.142110 0.301559 -2.164978
C12 4.553703 5.874164 6.036900
Cl14 4.435672 6.319886 7.752149
Cl15 2.927358 5.800260 5.330180
Cl16 5.518852 7.089658 5.174394
Cl17 5.334447 4.285560 5.890341
C13 -11.266810 -0.752094 -2.747171
Cl18 -12.391372 -0.354567 -1.431905
Cl19 -10.490887 -2.313508 -2.410958
Cl20 -12.158597 -0.851230 -4.279526
Cl21 -10.023814 0.509888 -2.864825
C14 -2.565382 1.389223 -3.649946
Cl22 -2.680948 1.846151 -1.928694
Cl23 -4.191549 1.346842 -4.365984
Cl24 -1.567085 2.593569 -4.510663
Cl25 -1.821876 -0.218806 -3.769371
C15 -5.399304 -3.560389 -0.627449
Cl26 -5.510764 -3.101873 1.084453
Cl27 -7.027519 -3.619624 -1.332439
Cl28 -4.420258 -2.360772 -1.500043
Cl29 -4.636564 -5.158584 -0.764346
C16 9.324899 0.004488 -1.086387
Cl30 10.079613 0.358710 0.481367
Cl31 8.598412 -1.616550 -1.040111
Cl32 8.060787 1.204767 -1.420081
Cl33 10.557208 0.072208 -2.365287
C17 1.539737 -7.569468 5.079722
Cl34 0.692059 -7.881383 6.608894
Cl35 2.795026 -6.339837 5.339236
Cl36 2.293045 -9.070732 4.503314
Cl37 0.378184 -6.987222 3.868315
C18 12.166531 -3.722354 -3.669063
Cl38 13.153972 -2.464443 -4.440286
Cl39 13.226065 -4.851131 -2.799077
Cl40 11.038840 -2.966151 -2.525959
Cl41 11.243839 -4.612730 -4.906027
C19 -0.433441 -0.336018 -7.975088
Cl42 -1.762201 -0.381017 -9.152466
Cl43 1.029634 0.297839 -8.757214
Cl44 -0.881757 0.715652 -6.615734
Cl45 -0.119302 -1.978050 -7.373855
C20 11.780067 -1.594869 -8.372296
Cl46 12.294230 -2.374442 -9.883139
Cl47 10.322854 -0.624790 -8.672826
Cl48 11.424440 -2.837682 -7.154599
Cl49 13.080657 -0.540384 -7.778149
C21 -9.595899 4.826080 -3.387034
Cl50 -10.969419 3.895735 -2.755633
Cl51 -9.804767 5.080183 -5.132026
Cl52 -9.516771 6.398175 -2.565053
Cl53 -8.090599 3.928834 -3.095266
C22 -3.782200 -4.146893 8.530883
Cl54 -3.900306 -3.685474 10.241719
Cl55 -5.406308 -4.181408 7.813408
Cl56 -2.777702 -2.965675 7.666759
Cl57 -3.043474 -5.757097 8.401479

Cartesian forces, eV/Å:
0.113 -0.100 0.065
-0.328 -1.355 -2.203
-0.907 0.482 -0.609
0.934 -0.413 0.493
-0.170 -1.621 -0.751
-5.151 -2.386 0.488
-0.479 0.936 4.164
0.562 -0.354 -0.362
6.225 2.945 -0.214
0.201 0.582 0.697
0.098 -1.544 -2.784
0.760 2.244 -0.048
-1.066 -0.433 0.942
-0.535 -0.326 -1.272
0.855 1.036 0.342
-1.119 0.749 -0.943
-0.195 -0.498 1.660
1.391 0.715 -0.160
0.248 0.029 1.542
-1.704 -0.385 0.056
0.369 -0.127 0.388
0.085 0.083 -0.198
-0.737 0.014 3.595
0.557 0.934 1.515
1.132 -0.362 -1.378
-0.550 -1.010 -1.160
0.780 -0.095 0.313
0.109 -0.042 0.003
-0.096 0.126 0.223
0.150 -0.132 0.027
0.280 0.170 -0.309
-0.215 -0.223 0.017
0.219 -0.184 -0.076
-1.154 0.187 0.220
-0.141 0.356 0.434
-0.034 0.100 -0.139
0.129 -0.186 -0.033
0.054 -0.036 0.169
0.392 -0.231 -0.343
0.123 0.023 0.069
-0.154 -0.189 0.126
-0.551 0.132 -0.115
-0.066 0.024 -0.031
0.035 -0.070 -0.239
0.248 0.173 0.343
-0.150 -0.198 0.129
-0.118 0.222 0.009
0.041 0.099 0.018
0.198 -0.067 -0.193
-0.164 0.109 -0.148
0.144 0.004 0.240
-0.175 -0.265 0.032
-0.389 0.235 -0.392
-0.608 0.274 -4.330
0.276 -0.025 0.041
-0.259 0.005 0.513
-0.219 0.235 0.418
-0.073 -0.055 0.147
0.142 -0.339 -0.407
0.458 -0.174 -0.115
-0.106 -0.126 0.082
-0.093 0.241 -0.013
0.086 0.281 -0.034
-0.112 -0.097 -0.242
-0.026 0.239 0.057
0.584 -0.128 0.143
-0.340 0.444 0.292
0.017 0.033 -0.018
0.120 0.064 -0.222
-0.213 -0.201 -0.042
-0.122 0.229 0.093
0.183 -0.078 0.206
0.030 0.037 0.165
-0.058 -0.191 0.304
-0.165 0.143 -0.171
0.365 -0.712 -0.390
0.117 -0.227 0.624
-0.018 0.007 -0.023
0.202 0.000 0.181
-0.218 -0.104 0.122
0.332 -0.302 -0.951
-0.046 0.224 -0.075
-0.096 -0.086 -0.036
-0.062 0.132 0.213
0.223 -0.121 0.039
0.020 0.568 -0.797
-0.174 -0.146 -0.067
-0.072 0.011 0.005
0.210 0.220 -0.098
0.041 -0.045 0.269
0.004 -0.246 -0.128
-0.201 0.098 -0.033
-0.025 0.087 -0.015
0.018 -0.081 -0.254
0.244 -0.010 0.111
-0.366 -0.186 0.213
-0.087 0.229 0.004

HOMO-LUMO gap ... 7.29 eV

Below is a 10-piece molecular cluster, C27H70BN2O12S9 overall at a distorted geometry, with properties calculated with ωB97M-V with the def2-TZVPD basis set.

Atoms and positions in Å:
C1 2.768246 2.347524 1.786586
C2 3.345505 3.543593 0.773143
C3 2.166932 4.505794 0.162885
C4 1.398015 3.912903 -1.158660
O1 1.051133 2.485560 -1.093364
C5 -0.141933 2.250902 -0.235295
C6 -0.533209 0.701882 0.082982
C7 -1.804089 0.314927 1.047085
C8 -2.611245 1.685495 1.567473
N1 -2.050589 2.987229 1.084876
C9 -2.877606 4.205666 1.566757
B1 -1.974296 5.575465 1.702427
O2 -1.779202 6.412791 0.486658
O3 -1.349689 6.075016 2.957693
N2 -0.986108 3.332265 0.325901
H1 2.118422 2.789588 2.665221
H2 3.733669 1.884489 2.306969
H3 2.249079 1.468623 1.204836
H4 4.087212 3.112872 -0.034603
H5 4.016835 4.233850 1.478393
H6 1.445426 4.824965 1.039526
H7 2.706349 5.511522 -0.183551
H8 0.503167 4.628337 -1.425391
H9 2.169112 4.021685 -2.063813
H10 0.130817 -0.149013 -0.403428
H11 -2.132825 -0.768759 1.350528
H12 -3.582656 1.613514 2.256773
H13 -3.681377 4.413971 0.710677
H14 -3.446341 3.980903 2.567794
H15 -1.550465 5.845717 -0.310207
H16 -0.381176 5.782239 2.959327
C10 -3.980444 -2.671318 3.887268
S1 -4.654114 -1.012817 4.149528
O4 -4.065182 -0.116135 3.100992
C11 -3.769201 -0.696054 5.695291
H17 -4.371054 -3.059923 2.943977
H18 -2.889802 -2.628296 3.837386
H19 -4.293223 -3.325442 4.704611
H20 -2.691757 -0.776186 5.532731
H21 -4.088988 -1.415240 6.453091
H22 -4.010007 0.314865 6.032673
C12 2.950075 -3.567391 -2.501742
S2 1.910793 -2.090444 -2.393322
O5 1.297218 -2.070581 -1.024586
C13 0.644745 -2.669984 -3.548332
H23 3.797846 -3.446338 -1.823494
H24 2.376380 -4.450482 -2.210431
H25 3.318604 -3.679748 -3.524152
H26 0.214779 -3.609004 -3.191819
H27 1.089230 -2.811858 -4.536289
H28 -0.140807 -1.913201 -3.611260
C14 0.585614 -2.355592 -8.063956
S3 1.542801 -3.714001 -7.348587
O6 2.199030 -3.195952 -6.103076
C15 2.800832 -3.758112 -8.647896
H29 -0.244837 -2.124502 -7.392884
H30 1.217569 -1.471336 -8.176040
H31 0.190542 -2.660171 -9.036020
H32 3.294673 -2.786454 -8.723609
H33 2.332768 -4.016539 -9.600727
H34 3.539874 -4.520491 -8.390279
C16 1.415840 -6.072114 2.813800
S4 0.615074 -4.549224 2.254501
O7 -0.856214 -4.824179 2.154409
C17 1.291174 -4.590082 0.577000
H35 1.104098 -6.271406 3.841657
H36 1.117016 -6.907598 2.176219
H37 2.500714 -5.946108 2.783339
H38 1.000163 -5.517931 0.078863
H39 2.380173 -4.512849 0.620239
H40 0.890827 -3.739527 0.020178
C18 6.096954 -5.185764 -0.103527
S5 5.101621 -6.491197 0.656993
O8 3.859461 -5.850989 1.202408
C19 6.217479 -6.786807 2.049929
H41 5.569548 -4.816041 -0.985875
H42 6.240104 -4.364939 0.603292
H43 7.064385 -5.593930 -0.405580
H44 6.353145 -5.866207 2.622486
H45 7.180938 -7.142280 1.676917
H46 5.775228 -7.551175 2.693302
C20 -1.137260 2.265608 -6.349826
S6 -1.879674 1.442030 -7.779432
O9 -1.695885 -0.035208 -7.594235
C21 -0.642329 1.998028 -8.976360
H47 -1.729448 2.025060 -5.463914
H48 -0.112451 1.914725 -6.206702
H49 -1.145232 3.346803 -6.507023
H50 0.351609 1.663868 -8.669515
H51 -0.666649 3.088058 -9.047057
H52 -0.883816 1.567626 -9.951146
C22 -1.437260 6.693080 -3.076199
S7 -2.179674 5.869502 -4.505806
O10 -1.995885 4.392265 -4.320609
C23 -0.942329 6.425501 -5.702733
H53 -2.029448 6.452533 -2.190287
H54 -0.412451 6.342197 -2.933076
H55 -1.445232 7.774276 -3.233397
H56 0.051609 6.091340 -5.395889
H57 -0.966649 7.515530 -5.773431
H58 -1.183816 5.995098 -6.677520
C24 -4.403046 6.225391 4.566029
S8 -5.398379 4.919957 5.326549
O11 -6.640539 5.560166 5.871964
C25 -4.282521 4.624348 6.719485
H59 -4.930452 6.595113 3.683681
H60 -4.259896 7.046215 5.272848
H61 -3.435615 5.817225 4.263976
H62 -4.146855 5.544947 7.292042
H63 -3.319062 4.268874 6.346473
H64 -4.724772 3.859980 7.362857
C26 -0.089472 -4.415089 6.360684
S9 -1.084804 -5.720523 7.121205
O12 -2.326965 -5.080314 7.666619
C27 0.031053 -6.016132 8.514140
H65 -0.616877 -4.045367 5.478336
H66 0.053678 -3.594265 7.067503
H67 0.877959 -4.823255 6.058632
H68 0.166719 -5.095533 9.086697
H69 0.994513 -6.371606 8.141128
H70 -0.411197 -6.780500 9.157513

Cartesian forces, eV/Å:
1.440 -0.045 -0.121
-0.023 0.227 1.294
0.791 0.305 -0.033
1.541 2.222 -0.491
-4.314 0.942 3.193
-1.983 -1.396 1.324
-2.129 1.146 1.590
1.929 5.531 -1.753
3.722 -1.127 -2.809
-2.297 -3.056 2.187
-1.384 0.329 -0.556
1.986 2.282 -0.855
0.367 -2.895 1.821
0.062 -2.199 -2.789
2.375 -4.148 -1.472
1.080 -0.864 -1.992
-2.127 0.880 -1.083
0.826 1.881 1.229
-1.775 0.772 1.461
-1.470 -1.402 -1.599
1.238 -0.832 -1.828
-1.328 -2.123 0.552
1.434 -1.804 0.554
-1.769 -0.642 1.997
-1.343 1.702 1.100
0.733 2.455 -0.689
2.341 0.315 -1.602
1.633 -0.579 1.894
1.235 0.039 -2.037
-0.795 0.806 1.476
-1.879 0.842 -0.010
0.056 0.107 -0.175
-0.108 -0.510 0.510
0.327 0.031 -0.045
0.081 0.158 -0.050
-0.001 0.122 0.126
-0.074 0.035 0.006
-0.017 0.136 -0.035
-0.096 -0.048 -0.075
-0.026 0.028 -0.142
-0.065 -0.127 -0.115
0.042 -0.098 0.115
-0.083 -0.272 -0.634
-0.126 0.459 -0.084
-0.127 0.080 0.176
-0.165 0.117 -0.017
-0.021 0.119 -0.010
-0.151 0.136 0.009
0.088 0.076 0.123
0.107 0.054 0.188
0.139 0.006 0.136
0.010 -0.009 0.179
-0.026 0.156 -0.379
0.113 -0.003 -0.411
0.167 -0.009 0.072
0.118 -0.022 -0.105
0.008 -0.120 0.071
0.035 -0.055 0.122
-0.102 -0.045 0.084
-0.038 0.000 0.142
-0.162 0.077 0.035
-0.058 -0.016 0.307
0.185 -0.427 -0.416
0.225 0.134 0.101
-0.258 0.193 -0.008
-0.142 0.092 -0.101
-0.018 0.157 -0.007
-0.273 0.059 -0.079
-0.011 -0.075 0.217
-0.290 -0.011 0.108
-0.007 -0.175 0.319
-0.018 0.123 0.032
0.087 0.082 0.101
0.932 -0.194 -0.199
-0.023 0.039 0.109
0.011 -0.160 0.124
-0.065 -0.108 0.009
-0.121 -0.033 0.026
-0.073 -0.026 -0.107
-0.124 0.012 -0.035
-0.021 0.086 -0.181
0.056 -0.136 -0.033
0.178 -0.263 0.159
0.123 0.553 -0.068
0.090 -0.078 -0.079
0.011 0.104 -0.228
-0.061 -0.065 -0.112
-0.102 -0.183 0.049
-0.103 -0.012 0.056
-0.060 -0.092 0.031
-0.063 0.030 0.177
0.114 -0.037 0.049
0.064 -0.292 0.038
0.114 0.672 0.076
0.113 -0.041 0.002
-0.107 0.068 -0.270
-0.038 -0.009 -0.123
-0.045 -0.108 0.026
-0.101 -0.021 0.047
-0.066 -0.100 0.019
-0.087 0.045 0.174
0.016 0.046 -0.006
-0.547 0.438 0.347
0.871 -0.398 -0.346
0.035 0.015 0.104
-0.074 -0.091 0.141
-0.052 -0.104 -0.034
-0.022 0.028 0.118
-0.083 -0.041 -0.103
-0.071 0.023 -0.035
-0.044 0.111 -0.166
0.004 0.141 0.014
-0.327 0.205 0.201
0.657 -0.128 -0.243
0.014 0.050 0.121
-0.007 -0.177 0.075
-0.052 -0.111 0.030
-0.092 -0.014 0.016
-0.078 -0.033 -0.093
-0.107 0.009 -0.036
-0.028 0.103 -0.180

Charge ... +1
HOMO-LUMO gap ... 6.01 eV